Entry 1:
This record from the Open Molecules 2025 dataset describes a 6-piece molecular cluster, C12H34Cl2O10P2S2 overall at a distorted geometry. The level of theory is ωB97M-V/def2-TZVPD.

Atoms and positions in Å:
O 6.4798 1.4048 -0.1609
S 5.3992 0.4393 -0.7938
O 6.0667 -0.1295 -2.0660
C 3.8900 1.5055 -1.0784
C 2.9546 1.2856 0.2746
P 1.7167 2.6947 0.6189
O 0.1343 2.1417 1.0925
Cl 1.4083 3.7162 -1.2720
C 2.4347 -0.2516 0.4960
C 1.0031 -0.6639 -0.1428
C 0.5142 0.1076 -1.4924
C -1.0825 0.6076 -1.4462
S -2.1469 -0.7246 -2.3042
C 3.6803 -1.2804 0.2742
P 3.7361 -2.3575 -1.2852
O 2.4915 -3.6311 -1.2281
Cl 3.1942 -1.2761 -3.0753
O 5.0341 -0.6880 0.4204
H 4.2375 2.6443 -1.0300
H 3.3328 1.3635 -2.0864
H 3.7523 1.4368 1.1581
H -0.5059 2.5924 0.4354
H 2.2438 -0.2803 1.6813
H 0.8563 -1.8309 -0.3486
H 0.1613 -0.4287 0.6738
H 1.2059 0.9666 -1.8761
H 0.5135 -0.7099 -2.3643
H -1.2284 1.5808 -2.1143
H -1.4965 0.7166 -0.3580
H -2.8477 -1.4445 -1.3123
H 3.6241 -2.0682 1.1744
H 1.7980 -3.4385 -1.9269
C 8.0979 -2.0496 2.4525
O 8.2742 -1.8497 1.0622
H 8.6488 -2.9430 2.7556
H 8.4828 -1.1843 2.9978
H 7.0359 -2.1877 2.6699
H 7.7745 -1.0506 0.8226
C -6.0522 -0.1369 -1.5832
O -5.4681 -1.1815 -0.8269
H -5.2818 0.5980 -1.8281
H -6.4706 -0.5444 -2.5069
H -6.8381 0.3441 -0.9958
H -6.1751 -1.8179 -0.6248
C 3.4291 -1.8823 4.5652
O 2.1913 -2.0109 3.8903
H 3.5437 -0.8499 4.9034
H 3.4449 -2.5505 5.4298
H 4.2450 -2.1327 3.8829
H 2.1176 -2.9367 3.6021
C -6.0926 2.1714 1.2007
O -5.9162 2.3713 -0.1896
H -5.5417 1.2780 1.5038
H -5.7076 3.0367 1.7460
H -7.1545 2.0333 1.4181
H -6.4159 3.1704 -0.4292
C -9.4340 1.7514 -2.3588
O -9.0936 0.3960 -2.1327
H -8.8276 2.3836 -1.7060
H -9.2330 2.0095 -3.4015
H -10.4916 1.9053 -2.1315
H -9.6471 -0.1405 -2.7254

Properties
- Kohn-Sham gap (eV) = 8.78
- E_HOMO (eV) = -8.96
- largest force on an atom (eV Å⁻¹) = 8.56
- net charge = 0
- SMILES = O=S1(=O)C[C@@H](P(O)Cl)[C@@H](CCCS)[C@@H](P(O)Cl)O1.CO.CO.CO.CO.CO
- LUMO (eV) = -0.1884
- E (Ha) = -3629.2210
- relative energy (zero: lowest compared OMol25 entry of this formula, charge and spin) (kcal/mol) = 126.6

***

Entry 2:
This record from the Open Molecules 2025 dataset describes C12H34F3O9Y as an isolated structure at a distorted geometry. The level of theory is ωB97M-V/def2-TZVPD.

Atoms and positions in Å:
Y -0.0590 0.5014 -2.7621
C -3.6193 -1.5580 -2.3922
C -3.4232 -0.0520 -2.5306
O -2.3616 0.4543 -3.3093
H -4.0059 -1.9957 -3.3126
H -4.4856 -1.6541 -1.7377
H -2.7395 -2.1090 -2.0600
H -3.2654 0.3174 -1.5173
H -4.2802 0.4644 -2.9629
O -0.5498 0.0505 -0.6214
H 0.2283 -0.0877 -0.0470
C 3.4076 0.4521 -2.3968
O 2.8474 -0.1866 -1.2645
O 2.2236 1.0044 -2.9886
C 4.5352 1.3548 -1.9188
F 4.2365 2.1715 -0.9234
F 5.6169 0.6763 -1.5180
F 5.0282 2.0871 -2.9213
C 3.4582 -1.0016 -0.2925
C 2.3224 -1.5336 0.5069
H 2.8211 -2.0586 1.3216
H 1.7280 -0.7629 0.9976
H 1.6842 -2.1681 -0.1081
H 4.1202 -0.4361 0.3634
H 4.0690 -1.7917 -0.7292
H 3.9124 -0.3523 -2.9318
O 0.6569 -1.6707 -2.6634
H 0.8259 -2.1386 -1.8457
H 0.8459 -2.3107 -3.3497
O -0.1713 2.6757 -1.8737
H -0.6359 2.8733 -1.0604
H 0.2623 3.4963 -2.1078
O -2.2203 2.0468 0.0789
H -3.0427 1.7818 -0.3329
H -1.6291 1.3086 -0.0688
C 1.9399 2.8624 2.6533
C 0.5539 2.4703 2.0200
C -0.3030 1.6688 3.0127
O -0.2046 3.6378 1.6591
H 1.9789 3.8653 3.0784
H 2.7437 2.7418 1.9271
H 2.2481 2.2092 3.4697
H 0.7207 1.9351 1.0853
H 0.1274 0.7895 3.4921
H -1.2251 1.4310 2.4822
H -0.4334 2.3387 3.8626
H -0.8920 3.2717 1.0978
C -3.0780 -2.1306 0.9491
C -1.8772 -2.0114 1.9340
C -1.7565 -3.2340 2.8245
O -0.6558 -1.9155 1.2170
H -3.1828 -1.1972 0.3961
H -3.9853 -2.2313 1.5447
H -3.1018 -2.9876 0.2759
H -1.9445 -1.1435 2.5898
H -2.6403 -3.5422 3.3831
H -0.9505 -3.2487 3.5581
H -1.5965 -4.1470 2.2509
H -0.8266 -1.2816 0.5167

Properties
- ⟨S²⟩ = 0.755
- Kohn-Sham gap (alpha / beta) (eV) = 8.30 / 4.42
- E_HOMO (alpha / beta) (eV) = -12.31 / -12.31
- largest force on an atom (eV Å⁻¹) = 4.21
- spin multiplicity = 2
- net charge = +1
- LUMO (alpha / beta) (eV) = -4.0094 / -7.8892
- E (Ha) = -1492.4856

***

Entry 3:
This record from the Open Molecules 2025 dataset describes C12H36AgNaO16P3S as an isolated structure at a distorted geometry. The level of theory is ωB97M-V/def2-TZVPD.

Atoms and positions in Å:
Na 3.0630 11.3855 -18.3581
Ag 1.7026 9.9964 -21.4073
O 3.1201 9.6741 -19.8299
H 3.7897 9.4486 -19.1551
O 1.3537 9.2844 -14.4912
S 2.7665 9.2580 -14.9153
O 3.3227 9.3442 -16.2792
O 3.7201 10.2641 -14.0364
C 3.1310 11.1134 -13.0674
C 3.8511 12.4432 -13.4588
C 3.3498 7.6031 -14.1585
H 3.3376 10.9533 -12.0092
H 2.0489 11.1707 -13.1856
H 4.9326 12.3340 -13.5406
H 3.5540 13.2811 -12.8281
H 3.3094 12.5796 -14.3947
H 3.3259 7.7661 -13.0810
H 4.3409 7.2360 -14.4247
H 2.6330 6.7983 -14.3218
C 1.0917 7.8795 -18.1360
O -0.0492 7.3350 -18.8742
P 0.1369 6.9897 -20.4428
O 1.2641 7.6815 -21.1547
O 0.4271 5.3920 -20.4004
C 0.0338 4.6082 -19.2582
O -1.3337 7.2425 -21.1082
C -1.7020 8.2688 -21.9479
H 1.1335 8.9333 -18.4116
H 2.0662 7.5243 -18.4711
H 1.0442 7.7072 -17.0608
H 0.8010 4.0282 -18.7452
H -0.4990 3.7422 -19.6509
H -0.7761 5.0201 -18.6561
H -0.9464 9.0539 -21.9770
H -2.6585 8.6855 -21.6325
H -1.6995 7.8560 -22.9567
C 6.1112 11.3562 -22.3838
O 6.1010 9.8758 -22.4196
P 4.9808 9.0417 -23.0700
O 3.5362 9.5138 -22.8590
O 5.3524 9.1337 -24.5794
C 6.6608 8.8350 -25.0375
O 5.3282 7.5136 -22.6482
C 4.9451 7.0206 -21.4523
H 7.0264 11.6669 -21.8800
H 5.3044 11.8401 -21.8333
H 6.1071 11.8785 -23.3406
H 6.7584 9.0010 -26.1104
H 6.6934 7.7469 -24.9819
H 7.4142 9.2195 -24.3500
H 5.7409 6.5918 -20.8432
H 4.3768 6.0914 -21.4954
H 4.3614 7.6886 -20.8188
C 6.7334 9.2118 -19.3402
O 7.2625 10.3508 -18.6734
P 6.6491 10.8085 -17.2399
O 5.2255 11.2646 -17.3656
O 7.6548 12.0125 -16.6913
C 9.0316 11.9992 -16.7915
O 6.8992 9.5725 -16.1570
C 7.0346 9.9504 -14.7739
H 7.5376 8.5978 -19.7457
H 6.2210 9.6994 -20.1695
H 6.0230 8.5653 -18.8249
H 9.4050 12.6486 -15.9998
H 9.2376 12.2880 -17.8222
H 9.3528 10.9776 -16.5880
H 6.8057 10.9846 -14.5165
H 8.0264 9.8080 -14.3450
H 6.6006 9.1799 -14.1367

Properties
- ⟨S²⟩ = 0.754
- Kohn-Sham gap (alpha / beta) (eV) = 8.74 / 5.40
- E_HOMO (alpha / beta) (eV) = -15.63 / -15.63
- largest force on an atom (eV Å⁻¹) = 5.44
- spin multiplicity = 2
- net charge = +2
- LUMO (alpha / beta) (eV) = -6.8944 / -10.2332
- E (Ha) = -3413.7464
- relative energy (zero: lowest compared OMol25 entry of this formula, charge and spin) (kcal/mol) = 71.2

***

Entry 4:
This record from the Open Molecules 2025 dataset describes a 4-piece molecular cluster, C12H36BBrFO14P3SSi overall at a distorted geometry. The level of theory is ωB97M-V/def2-TZVPD.

Atoms and positions in Å:
C 6.8885 -3.6238 -1.8885
C 7.1278 -5.0272 -2.5660
S 5.6328 -6.0882 -2.7596
C 4.2653 -5.4990 -1.6650
Si 2.9996 -4.5811 -2.7546
F 3.7256 -3.9344 -4.1513
Br 1.5256 -6.1995 -3.4770
B 1.9016 -3.2635 -1.8176
O 1.5168 -3.4655 -0.4624
O 1.4720 -2.0585 -2.4634
H 7.8867 -3.3012 -1.4670
H 6.1832 -3.6295 -1.0242
H 6.6272 -2.8230 -2.6356
H 7.4944 -4.8136 -3.6117
H 7.9821 -5.5741 -2.0746
H 4.5868 -4.9433 -0.7504
H 3.7413 -6.4280 -1.2928
H 1.6423 -2.5917 -0.0445
H 1.3497 -2.2765 -3.4024
C -4.3550 0.6752 -2.5543
O -2.9543 0.4562 -2.6376
P -2.3312 -0.2561 -4.0716
O -3.2736 0.5104 -4.9922
O -2.9550 -1.7138 -3.6249
C -2.4639 -2.3014 -2.4163
O -1.4864 -0.9533 -5.3880
C -2.1807 -1.8636 -6.2256
H -4.6085 0.7929 -1.4988
H -4.6226 1.5924 -3.0778
H -4.9154 -0.1689 -2.9594
H -3.2166 -2.1983 -1.6331
H -1.5353 -1.8319 -2.0813
H -2.2791 -3.3616 -2.5909
H -3.1738 -1.4942 -6.4828
H -2.2574 -2.8404 -5.7448
H -1.5978 -1.9803 -7.1402
C -0.9518 0.7127 1.9961
O -0.7133 0.5359 0.6081
P 0.8016 1.0441 -0.0197
O 1.5663 0.5572 1.2067
O 0.3386 2.6167 0.1319
C -0.7756 3.0580 -0.6501
O 2.2532 1.4982 -0.8049
C 3.0131 2.5577 -0.2479
H -2.0314 0.6734 2.1571
H -0.4912 -0.0972 2.5616
H -0.5795 1.6780 2.3447
H -1.6492 3.1643 -0.0050
H -1.0123 2.3588 -1.4564
H -0.5373 4.0290 -1.0843
H 3.1066 2.4589 0.8341
H 2.5643 3.5204 -0.4985
H 4.0076 2.5202 -0.6948
C -0.4722 4.8659 4.9157
O -0.7894 3.5099 5.1934
P -2.4412 3.0423 5.1491
O -2.7293 3.9205 3.9370
O -2.7173 3.8298 6.5703
C -2.0405 3.3512 7.7340
O -4.0364 2.4222 5.1139
C -5.1080 3.3100 5.3870
H 0.5242 5.0608 5.3174
H -0.4486 5.0322 3.8392
H -1.1822 5.5469 5.3882
H -1.2271 4.0341 7.9849
H -1.6306 2.3492 7.5847
H -2.7463 3.3229 8.5642
H -4.9892 4.2565 4.8588
H -5.1904 3.4881 6.4606
H -6.0278 2.8294 5.0511

Properties
- Kohn-Sham gap (eV) = 5.45
- E_HOMO (eV) = -8.51
- largest force on an atom (eV Å⁻¹) = 9.04
- net charge = 0
- SMILES = CCSC[Si@@](F)(Br)B(O)O.COP(=O)(OC)OC.COP(=O)(OC)OC.COP(=O)(OC)OC
- LUMO (eV) = -3.0596
- E (Ha) = -5942.5414

***

Entry 5:
This record from the Open Molecules 2025 dataset describes a 4-piece molecular cluster, C12H36BrN3O3 overall at a distorted geometry. The level of theory is ωB97M-V/def2-TZVPD.

Atoms and positions in Å:
Br -6.5403 6.6072 13.8697
C -1.7023 5.0819 10.7917
C -3.0589 5.6782 10.6882
C -3.9336 4.9007 9.7108
O -4.1858 3.6485 10.3119
C -3.6025 2.4570 9.7213
N -3.6812 5.5651 12.0360
H -4.5880 6.0648 12.1315
H -3.9141 4.5883 12.1894
H -3.0508 5.9262 12.7462
H -1.2755 5.0379 9.7870
H -1.8464 4.1090 11.1985
H -1.0318 5.5856 11.4479
H -3.0894 6.7752 10.3899
H -3.3689 4.8951 8.8051
H -4.8583 5.4480 9.7114
H -4.1330 2.2436 8.7538
H -3.8299 1.6662 10.4135
H -2.5138 2.3999 9.5690
C -6.4708 10.7208 15.4088
C -7.9308 10.2895 15.3571
C -8.8306 11.5731 15.2043
O -8.6177 12.0595 13.9134
C -9.1089 13.4110 13.8148
N -8.0803 9.4597 14.1262
H -7.5424 8.6132 14.2245
H -9.0675 9.2572 14.0507
H -7.9126 10.0596 13.3281
H -5.7928 9.9039 15.1390
H -6.1558 11.0207 16.4438
H -6.3928 11.6488 14.8717
H -8.2302 9.6078 16.1235
H -8.5730 12.3365 15.9589
H -9.8579 11.1956 15.3075
H -9.2782 13.5602 12.8082
H -8.3969 13.9957 14.3170
H -10.1315 13.4658 14.2670
C -8.5233 2.6818 13.6142
C -7.0222 2.6372 13.9451
C -6.0709 2.6423 12.7291
O -4.7424 2.8224 13.1724
C -4.2686 1.6329 13.9061
N -6.5977 3.6488 14.9499
H -5.5732 3.6263 15.1670
H -6.8236 4.6099 14.5030
H -7.1147 3.6378 15.8248
H -9.1620 2.5572 14.4803
H -8.7324 1.8269 12.9167
H -8.7564 3.6336 13.0641
H -6.8118 1.6493 14.4781
H -6.2487 3.5004 12.0573
H -6.0954 1.7865 12.1216
H -4.7275 1.6334 14.8731
H -3.2247 1.6295 14.0794
H -4.3783 0.6721 13.3565

Properties
- Kohn-Sham gap (eV) = 10.26
- E_HOMO (eV) = -14.93
- largest force on an atom (eV Å⁻¹) = 3.33
- net charge = +2
- LUMO (eV) = -4.6692
- E (Ha) = -3442.2576
- relative energy (zero: lowest compared OMol25 entry of this formula, charge and spin) (kcal/mol) = 18.3

***

Entry 6:
This record from the Open Molecules 2025 dataset describes C12H36FO6S6Sn as an isolated structure at a distorted geometry. The level of theory is ωB97M-V/def2-TZVPD.

Atoms and positions in Å:
Sn 0.2392 -0.0899 0.9296
F -0.0629 -1.9734 3.2407
C 4.3710 1.5987 3.0150
S 3.8488 -0.1592 3.2797
O 2.3623 -0.1273 2.9848
C 4.6545 -0.8083 1.7209
H 3.5114 2.1515 2.6361
H 5.1365 1.8019 2.2662
H 4.6153 1.9767 4.0078
H 5.7330 -0.9121 1.8404
H 4.4234 -0.0683 0.9547
H 4.2213 -1.7594 1.4111
C -3.4928 -1.0302 -2.1146
S -2.6055 -2.3130 -1.1480
O -2.2143 -1.4604 0.0715
C -3.9596 -3.4328 -0.6321
H -4.0283 -1.5542 -2.9062
H -2.9567 -0.1874 -2.5509
H -4.2807 -0.5860 -1.5063
H -3.6073 -4.4243 -0.3477
H -4.7207 -3.5461 -1.4041
H -4.4158 -2.8602 0.1754
C -0.1580 -4.4102 0.4508
S 1.5118 -3.9670 -0.1491
O 1.3787 -2.4338 -0.3002
C 2.2396 -4.0436 1.5631
H -0.4827 -3.6713 1.1834
H -0.1895 -5.4655 0.7218
H -0.7599 -4.2338 -0.4407
H 1.9342 -4.9862 2.0173
H 1.9807 -3.1643 2.1529
H 3.3152 -3.9686 1.4029
C -0.5690 4.4608 1.3993
S -0.6643 3.5385 3.0568
O -0.6357 2.0758 2.7281
C 1.1751 3.7460 3.4076
H -1.5375 4.7379 0.9830
H -0.0213 3.9043 0.6387
H 0.0271 5.3669 1.5076
H 1.4685 4.5694 4.0588
H 1.8166 3.8570 2.5333
H 1.4428 2.8199 3.9163
C 1.4929 -2.0688 -3.5004
S 0.1364 -0.8253 -3.3645
O -0.0231 -0.5641 -1.8525
C 0.9300 0.6425 -4.1217
H 1.3165 -3.0164 -2.9913
H 2.3963 -1.7008 -3.0139
H 1.6666 -2.2732 -4.5568
H 0.3397 1.5575 -4.0713
H 1.0379 0.4525 -5.1895
H 1.9000 0.7593 -3.6383
C -4.3762 2.2413 -1.1521
S -2.8274 2.5404 -0.2819
O -1.9854 1.2703 -0.2720
C -2.1046 3.7036 -1.5665
H -4.2801 1.9645 -2.2020
H -5.0208 3.1063 -0.9957
H -4.8756 1.4394 -0.6084
H -2.8427 4.2223 -2.1783
H -1.3957 3.0957 -2.1286
H -1.5291 4.4847 -1.0699

Properties
- Kohn-Sham gap (eV) = 7.68
- E_HOMO (eV) = -10.58
- largest force on an atom (eV Å⁻¹) = 4.02
- net charge = +1
- LUMO (eV) = -2.8934
- E (Ha) = -3633.0545
- relative energy (zero: lowest compared OMol25 entry of this formula, charge and spin) (kcal/mol) = 0.0

***

Entry 7:
This record from the Open Molecules 2025 dataset describes C12H36Fe2N2O18 as an isolated structure at a distorted geometry. The level of theory is ωB97M-V/def2-TZVPD.

Atoms and positions in Å:
Fe -3.2952 -1.6445 -1.3940
Fe 0.9077 1.0597 1.9556
N -4.6885 0.6362 0.3219
O -5.4494 0.7852 1.2250
O -4.4726 1.6112 -0.3617
O -4.1840 -0.4458 0.0310
N -0.2852 -0.4561 -0.8404
O -1.4225 -0.9478 -0.7814
O 0.2731 -0.3312 -1.9163
O 0.2104 -0.0709 0.1688
C -1.8892 -4.0439 -2.0571
C -2.9588 -4.4364 -1.0382
O -3.2007 -3.3685 -0.1226
O -2.2793 -2.8858 -2.7454
H -1.7387 -4.8804 -2.7396
H -0.9337 -3.7968 -1.5944
H -2.4635 -5.2767 -0.5517
H -3.8804 -4.9002 -1.3898
H -3.3897 -3.7215 0.7500
H -1.5783 -2.6690 -3.3645
C 3.9349 0.6189 2.4999
C 3.7977 0.4921 0.9773
O 2.6722 1.1926 0.5258
O 2.7205 0.1821 3.0591
H 4.0469 1.6388 2.8678
H 4.8291 0.0349 2.7177
H 3.6891 -0.5258 0.6031
H 4.7161 0.8137 0.4861
H 3.0323 2.0451 0.2707
H 3.0054 -0.0824 3.9369
C 2.5811 -3.2754 -2.6134
C 3.8258 -4.0913 -2.2467
O 4.2219 -3.9934 -0.9342
O 2.6881 -1.8768 -2.4647
H 1.7669 -3.4249 -1.9043
H 2.2809 -3.4026 -3.6535
H 4.5966 -3.8318 -2.9724
H 3.6899 -5.1468 -2.4825
H 4.3935 -3.0575 -0.8067
H 1.8199 -1.4828 -2.5772
C 0.6155 4.0619 1.0844
C 0.9687 3.9707 2.5566
O 1.6490 2.8083 2.9241
O 0.3647 2.7187 0.5635
H 1.3994 4.5621 0.5157
H -0.2817 4.6684 0.9613
H 0.0693 4.0962 3.1593
H 1.5636 4.8239 2.8826
H 2.1341 2.9834 3.7338
H -0.4264 2.6898 0.0204
C -1.1680 -0.6330 3.5403
C -1.9871 0.4777 2.8189
O -1.1661 1.6640 2.6113
O 0.2158 -0.6581 3.0537
H -1.7851 -1.5315 3.5392
H -1.1340 -0.4868 4.6199
H -2.8739 0.8457 3.3350
H -2.1602 0.1554 1.7921
H -1.6192 2.3889 3.0482
H 0.6367 -1.5062 3.2125
C -1.3392 2.4728 -3.5030
C -1.2825 3.4584 -2.2941
O -1.7254 2.8315 -1.1128
O -2.6704 2.2249 -4.0498
H -0.9766 1.4911 -3.1982
H -0.7404 2.7488 -4.3709
H -1.9777 4.2658 -2.5241
H -0.2534 3.7895 -2.1546
H -2.6424 2.5490 -1.1422
H -2.9975 3.0253 -4.4670

Properties
- ⟨S²⟩ = 20.011
- Kohn-Sham gap (alpha / beta) (eV) = 8.70 / 7.93
- E_HOMO (alpha / beta) (eV) = -14.00 / -13.99
- largest force on an atom (eV Å⁻¹) = 5.49
- spin multiplicity = 9
- net charge = +2
- LUMO (alpha / beta) (eV) = -5.2994 / -6.0613
- E (Ha) = -4469.2230
- relative energy (zero: lowest compared OMol25 entry of this formula, charge and spin) (kcal/mol) = 44.5